Entry 1:
The following is a quantum chemistry calculation of a cluster of 2 separate species, CClN3O2 in total at a distorted geometry, from the OMol25 dataset.

Positions of all 7 atoms, in Å:
1 C 0.8290 -0.5599 0.9257
2 N 0.1069 -1.0767 1.6831
3 N 1.3332 0.2611 0.1012
4 N -1.1595 0.4833 -0.4093
5 O -1.6196 0.1053 0.5751
6 O -1.2688 1.0492 -1.4120
7 Cl 1.7789 -0.2623 -1.4637

The HOMO energy (spin up / spin down) comes out at -10.419 / -9.622 eV. As for the calculated total energy: -22117.1997 eV. Its energy relative to the best compared isomer or geometry (same formula, charge and spin) is 1.566 eV.

Entry 2:
The following is a quantum chemistry calculation of a structure of composition CClNO4 at a distorted geometry, from the OMol25 dataset.

Positions of all 7 atoms, in Å:
1 C 1.2456 -0.3541 0.0184
2 N -1.2467 0.2621 -0.0406
3 O -1.3579 -0.8961 0.0041
4 O 1.0034 -1.4780 0.0283
5 O -2.1488 1.0579 0.0887
6 O -0.0863 0.8437 -0.0593
7 Cl 2.5906 0.5645 -0.0396

The HOMO energy comes out at -10.851 eV. As for the calculated total energy: -23233.8584 eV. Its energy relative to the best compared isomer or geometry (same formula, charge and spin) is 2.559 eV.